ORCA calculation (ωB97M-V with the def2-TZVPD basis set) on a gas-phase ion, C8H16N5 (charge +1).

Computed properties:
Lowest unoccupied orbital energy (spin up / spin down) (eV): -2.4 / -6.1
Highest occupied orbital energy (spin up / spin down) (eV): -8.85 / -12.28
Spin multiplicity: 3
Relative energy (zero: lowest compared OMol25 entry of this formula, charge and spin) (kcal per mole): 0.0
Orbital gap (spin up / spin down) (eV): 6.464 / 6.128
Charge: +1

The geometry in XYZ format:
```
29
Properties=species:S:1:pos:R:3:forces:R:3:mulliken_spin:R:1
C 0.055 1.281 3.011 1.793 0.871 -0.746 -0.142
C 0.973 1.638 2.063 -0.626 0.394 4.096 0.268
C -1.106 0.582 2.648 -0.166 -0.299 -0.023 0.442
C -1.282 0.162 1.282 -1.573 -0.648 0.064 0.226
C -0.292 0.550 0.408 1.466 -1.539 -6.320 0.449
C 0.989 -0.003 -3.381 0.183 0.144 0.189 -0.001
C 1.941 -1.359 -1.471 -0.192 0.311 0.106 0.010
C 1.203 -0.077 -1.861 0.463 -0.362 -0.468 -0.023
N 0.769 1.274 0.791 0.651 0.042 -3.053 0.239
N -2.006 0.231 3.586 -0.923 -0.459 0.718 0.228
N -2.394 -0.519 0.895 1.658 0.370 0.410 0.312
N -1.041 -0.928 -1.521 -0.426 -0.412 -0.238 0.009
N -0.117 0.087 -1.302 -2.063 1.602 5.141 0.011
H 0.216 1.551 4.042 0.046 0.074 0.078 0.008
H 1.865 2.199 2.290 0.060 -0.025 0.021 0.023
H 0.398 0.874 -3.631 -0.010 0.087 -0.057 -0.003
H 1.945 0.063 -3.889 0.140 -0.035 -0.085 0.000
H 0.471 -0.887 -3.746 0.013 -0.084 -0.010 0.001
H 2.014 -1.459 -0.391 0.062 -0.031 0.144 -0.003
H 2.941 -1.335 -1.890 0.146 -0.059 -0.025 0.001
H 1.441 -2.239 -1.872 -0.017 -0.103 -0.042 0.000
H 1.803 0.794 -1.576 -0.096 -0.063 -0.037 0.007
H 1.440 1.535 0.077 -0.301 -0.055 0.284 -0.035
H -1.871 0.561 4.528 -0.161 -0.004 -0.042 -0.008
H -2.946 -0.012 3.326 -0.105 0.175 0.233 -0.003
H -2.350 -0.862 -0.060 0.014 -0.012 -0.392 -0.014
H -2.844 -1.114 1.569 -0.257 0.079 0.184 -0.004
H -1.585 -0.730 -2.355 0.193 -0.073 -0.047 0.000
H -0.629 -1.857 -1.572 0.029 0.115 -0.082 0.003
```
Positions in Å, forces in eV/Å.

ORCA calculation (ωB97M-V with the def2-TZVPD basis set) on a single C8H16N6 molecule.

Computed properties:
Lowest unoccupied orbital energy (eV): 0.5
Highest occupied orbital energy (eV): -8.57
Spin multiplicity: 1
Structure (SMILES): CC(C)(c1nnn[nH]1)N1CCNCC1
Relative energy (zero: lowest compared OMol25 entry of this formula, charge and spin) (kcal per mole): 52.9
Orbital gap (eV): 9.112

The geometry in XYZ format:
```
30
Properties=species:S:1:pos:R:3:forces:R:3:lowdin_charge:R:1
C -0.987 0.673 1.318 0.145 1.439 -1.028 -0.262
C 0.174 0.831 -1.583 0.444 1.584 0.735 -0.197
C 1.239 -1.134 -0.699 -1.683 -0.492 0.085 -0.141
C -0.597 -0.241 -2.347 -0.482 0.875 -1.900 -0.209
C 0.030 -2.151 -0.838 1.028 2.586 -2.193 -0.126
C 1.186 2.159 1.095 -0.974 0.407 -3.145 -0.015
C 1.036 -0.170 2.095 3.090 1.746 -0.185 -0.019
C 0.580 0.750 0.964 -1.860 0.104 -0.459 -0.410
N -1.636 1.346 2.299 2.120 -1.392 -1.495 0.049
N -1.884 -0.128 0.683 0.623 0.870 1.123 0.077
N -2.857 0.854 2.265 -1.803 0.971 1.015 -0.099
N -3.057 0.035 1.328 -0.046 -1.068 -0.720 -0.026
N 0.766 0.225 -0.414 1.726 -1.192 0.202 -0.119
N -1.074 -1.364 -1.525 -0.588 -1.753 -1.108 -0.102
H 0.872 1.380 -2.322 -0.363 -1.083 0.993 0.135
H -0.406 1.714 -1.194 -0.247 -1.117 -0.513 0.125
H 1.908 -1.513 0.020 0.744 -0.233 1.182 0.087
H 1.847 -1.214 -1.596 -0.194 0.566 -0.465 0.119
H -1.365 0.385 -2.897 -0.069 -1.347 0.826 0.133
H -0.019 -0.648 -3.193 0.356 0.238 0.353 0.110
H 0.332 -3.064 -1.334 0.117 -0.069 -0.722 0.106
H -0.392 -2.470 0.044 -0.627 -0.427 2.487 0.072
H 2.213 2.194 1.352 0.973 -0.533 0.619 0.061
H 1.197 2.715 0.066 -0.491 -0.933 1.770 0.111
H 0.598 2.707 1.776 -0.522 0.916 0.899 0.056
H 2.127 0.007 2.392 -1.330 0.257 -0.244 0.115
H 1.143 -1.099 1.623 -0.950 -2.006 0.508 0.036
H 0.383 0.053 2.932 0.225 -0.941 0.224 0.089
H -1.794 -0.764 -0.166 0.195 0.642 0.273 0.097
H -1.561 -2.066 -2.146 0.445 1.384 0.882 0.146
```
Positions in Å, forces in eV/Å.

ORCA calculation (ωB97M-V with the def2-TZVPD basis set) on 2 unconnected molecules or ions with the total composition C8H16NO2.

Computed properties:
Lowest unoccupied orbital energy (spin up / spin down) (eV): -4.8 / -5.0
Highest occupied orbital energy (spin up / spin down) (eV): -13.23 / -12.16
Spin multiplicity: 1
Relative energy (zero: lowest compared OMol25 entry of this formula, charge and spin) (kcal per mole): 122.0
Orbital gap (spin up / spin down) (eV): 8.422 / 7.116
Charge: +1

The geometry in XYZ format:
```
27
Properties=species:S:1:pos:R:3:forces:R:3:lowdin_charge:R:1
C 2.445 1.391 0.538 1.444 -4.691 -1.010 0.181
C 1.655 0.293 0.302 -0.358 0.944 0.192 -0.231
C -2.017 0.463 -0.374 0.348 0.776 -0.742 -0.005
C -1.494 1.843 0.179 -5.293 2.721 0.517 -0.123
C 0.202 0.484 0.118 4.034 0.668 -1.541 -0.220
C 2.247 -1.063 0.186 -0.212 -1.282 -2.219 -0.041
C -0.686 -1.481 -0.918 -0.477 -5.622 0.003 -0.035
C -1.161 -0.860 1.488 -0.452 -1.447 0.602 0.070
N -0.854 -0.511 0.061 -2.983 5.477 1.295 -0.243
O -0.163 1.662 0.483 -0.303 0.039 -0.112 0.054
O 0.172 0.654 -2.294 -1.532 -0.280 2.267 -0.190
H 3.531 1.100 0.431 -1.164 0.847 0.539 0.123
H 2.189 2.340 0.819 -0.853 2.211 0.240 0.058
H -3.023 0.011 -0.146 1.217 0.758 0.393 0.168
H -1.936 0.587 -1.454 0.152 -0.564 -0.029 0.115
H -1.730 2.796 -0.532 1.112 -2.652 1.153 0.200
H -2.079 2.184 1.125 1.218 -0.809 -1.237 0.157
H 2.939 -1.300 0.931 1.086 0.094 1.470 0.072
H 1.528 -1.893 0.225 0.167 0.489 -0.013 0.064
H 2.821 -1.234 -0.761 -0.641 0.367 0.502 0.126
H -0.173 -2.275 -0.348 -0.353 -0.343 -0.803 0.106
H -1.656 -1.934 -1.305 1.135 0.964 0.591 0.161
H -0.035 -1.148 -1.678 0.267 0.640 -1.026 0.074
H -0.283 -1.388 1.863 -0.050 0.319 0.336 0.120
H -1.484 0.012 2.095 0.707 -0.343 -0.641 0.133
H -2.003 -1.574 1.544 0.368 0.279 -0.471 0.132
H 1.047 0.841 -2.578 1.415 0.442 -0.256 -0.026
```
Positions in Å, forces in eV/Å.

ORCA calculation (ωB97M-V with the def2-TZVPD basis set) on a single C8H16NO5P molecule.

Computed properties:
Lowest unoccupied orbital energy (eV): 0.2
Highest occupied orbital energy (eV): -10.57
Spin multiplicity: 1
Structure (SMILES): CCOP(=O)(OCC)[C@H](C1CC1)[N+](=O)[O-]
Relative energy (zero: lowest compared OMol25 entry of this formula, charge and spin) (kcal per mole): 3.5
Orbital gap (eV): 10.782

The geometry in XYZ format:
```
31
Properties=species:S:1:pos:R:3:forces:R:3:lowdin_charge:R:1
C 0.827 -3.484 -0.776 -0.159 -0.923 -0.430 -0.120
C 0.933 -2.303 -1.654 0.981 1.147 -0.347 -0.143
C 1.510 -2.240 -0.256 -3.700 1.316 1.719 -0.162
C -1.215 2.168 -1.833 0.327 0.283 -3.398 -0.092
C -0.598 2.908 2.100 0.914 0.759 0.680 -0.068
C 0.001 1.334 -2.214 0.878 0.891 1.330 -0.229
C -0.253 1.438 2.049 0.711 0.449 1.291 -0.330
C 0.793 -1.201 0.859 0.089 -1.043 -4.684 -0.119
N -0.016 -1.830 1.865 0.107 -0.376 0.849 -0.431
O 0.229 -1.347 2.947 -0.499 -0.393 1.726 0.066
O -0.869 -2.656 1.617 0.355 0.199 -0.084 0.104
O -1.737 -0.619 -0.691 0.504 -0.878 -0.710 -0.224
O 0.528 0.800 -0.929 -0.935 -0.831 0.853 -0.250
O -1.115 0.754 1.184 -0.478 -0.502 -0.946 -0.195
P -0.539 -0.107 -0.032 1.768 1.218 0.431 0.591
H -0.167 -3.829 -0.499 0.197 0.552 0.259 0.106
H 1.437 -4.330 -1.064 0.409 0.049 0.395 0.102
H 1.664 -2.153 -2.471 -0.632 -0.596 0.398 0.121
H -0.003 -1.781 -1.774 0.016 0.120 -0.261 0.064
H 2.522 -2.336 -0.056 1.794 0.083 0.011 0.099
H -0.889 2.956 -1.189 -0.191 0.891 0.098 0.050
H -1.624 2.501 -2.902 0.359 -0.200 2.593 0.135
H -1.896 1.502 -1.320 -0.468 0.275 -0.231 0.047
H -0.665 3.232 1.029 -0.632 0.254 1.208 0.073
H -1.459 3.030 2.821 0.501 0.320 -1.509 0.097
H 0.271 3.492 2.575 -1.139 -0.897 -0.681 0.101
H 0.888 1.887 -2.774 -2.013 -1.392 1.255 0.164
H -0.410 0.462 -2.654 0.251 -0.688 -1.448 0.079
H -0.426 1.011 3.075 0.886 0.108 -1.041 0.133
H 0.744 1.319 1.598 0.095 0.121 1.053 0.102
H 1.534 -0.576 1.368 -0.297 -0.316 -0.377 0.127
```
Positions in Å, forces in eV/Å.